Entry 1:
This record from the Open Molecules 2025 dataset describes C47H40BrClInN6O5P as an isolated structure at a distorted geometry. The level of theory is ωB97M-V with the def2-TZVPD basis set.

The calculation puts the LUMO energy at 0.0048 hartree. The value obtained for the energy above the lowest of the compared OMol25 structures with the same formula, charge and spin is 62.2 kJ/mol. As for the gap between HOMO and LUMO: 0.296 Ha.

Structure (ORCA input):
```
! RIJCOSX wB97M-V def2-TZVPD def2/J DEFGRID3
* xyz 0 1
In -0.0642 0.7743 -0.8557
O -2.9825 0.1482 -0.4187
C -2.0604 -0.2999 -1.0638
C -2.1995 -1.5224 -1.8955
C -3.4924 -1.8780 -2.2927
C -3.7078 -2.9507 -3.1352
C -2.6269 -3.6955 -3.5893
C -1.3448 -3.3643 -3.1890
C -1.1127 -2.2773 -2.3473
P 0.6133 -1.8524 -1.8869
C 1.1726 -3.3525 -1.0134
C 0.3077 -4.2940 -0.4670
C 0.8103 -5.3420 0.2903
C 2.1737 -5.4564 0.5145
C 3.0421 -4.5159 -0.0213
C 2.5432 -3.4619 -0.7668
C 1.3105 -2.0741 -3.5708
C 0.9017 -1.1359 -4.5205
C 1.3369 -1.2284 -5.8302
C 2.1829 -2.2610 -6.2121
C 2.6123 -3.1791 -5.2678
C 2.1845 -3.0862 -3.9508
H -4.3203 -1.2776 -1.9390
H -4.7129 -3.2073 -3.4427
H -2.7818 -4.5253 -4.2660
H -0.5050 -3.9440 -3.5500
H -0.7572 -4.1998 -0.6324
H 0.1307 -6.0694 0.7153
H 2.5541 -6.2704 1.1164
H 4.1057 -4.5938 0.1599
H 3.2131 -2.7040 -1.1593
H 0.2333 -0.3352 -4.2190
H 1.0188 -0.4975 -6.5619
H 2.5077 -2.3508 -7.2403
H 3.2796 -3.9809 -5.5551
H 2.5236 -3.8129 -3.2264
O -3.2036 6.3981 -0.9547
C -2.7833 6.4299 0.2903
O -2.9761 7.3762 1.0148
C -2.0529 5.2272 0.7960
C -1.6042 5.0853 2.0918
Cl -1.7566 6.1580 3.3937
N -1.0385 3.8627 2.2111
N -1.0842 3.2008 1.0321
C -1.6908 4.0082 0.1724
C -1.8441 3.6142 -1.2741
O -2.5259 4.3533 -1.9923
O -1.2542 2.5790 -1.7268
C -0.4899 3.2665 3.3767
C 0.3247 3.9947 4.2334
C 0.8557 3.3740 5.3509
C 0.5851 2.0394 5.6046
C -0.1938 1.3090 4.7211
C -0.7398 1.9223 3.6075
H -2.9529 5.5499 -1.4405
H 0.5598 5.0242 4.0117
H 1.4937 3.9331 6.0211
H 1.0165 1.5608 6.4733
H -0.3626 0.2527 4.8850
H -1.3310 1.3685 2.8913
N 0.5917 3.2676 -3.6514
C 1.6974 2.5157 -3.5142
C 2.8490 2.7630 -4.2963
C 3.9433 1.9487 -4.1674
C 3.9056 0.8990 -3.2473
C 2.7599 0.7292 -2.5120
N 1.6717 1.5004 -2.6272
H 0.5940 4.0951 -4.2171
H -0.2013 3.0668 -3.0453
H 2.8346 3.5863 -4.9968
H 4.8284 2.1159 -4.7661
H 4.7497 0.2406 -3.1107
H 2.6887 -0.0598 -1.7737
N -0.7252 -1.5752 0.8483
C -1.4996 -1.6933 1.7054
N -2.4242 -1.8375 2.6202
C -2.2003 -2.5565 3.8658
C -2.1608 -1.5867 5.0469
C -3.4359 -0.7412 5.0734
C -3.6031 -0.0046 3.7431
C -3.6204 -0.9958 2.5826
H -1.2735 -3.1269 3.7913
H -3.0325 -3.2572 3.9970
H -1.2901 -0.9334 4.9570
H -2.0617 -2.1589 5.9712
H -3.3897 -0.0234 5.8935
H -4.3012 -1.3879 5.2491
H -2.7755 0.6964 3.6059
H -4.5311 0.5685 3.7382
H -3.6533 -0.4751 1.6273
H -4.4931 -1.6535 2.6563
Br 5.5302 0.7825 3.1815
C 4.0105 0.7561 2.0291
C 3.3076 -0.4227 1.8626
C 2.1806 -0.4201 1.0516
C 1.7523 0.7440 0.4295
C 2.4935 1.9064 0.5945
C 3.6257 1.9245 1.3961
H 3.6207 -1.3256 2.3705
H 1.6209 -1.3359 0.9169
H 2.1838 2.8151 0.0879
H 4.1918 2.8359 1.5328
*
```



Entry 2:
This record from the Open Molecules 2025 dataset describes C41H31Cl2N5O3S2Tc as an isolated structure. The level of theory is ωB97M-V with the def2-TZVPD basis set.

As for the expectation value of S²: 3.8494. The calculation puts the LUMO energy (alpha / beta) at -0.2421 / -0.3086 hartree. The value obtained for the energy above the lowest of the compared OMol25 structures with the same formula, charge and spin is 0.0 kJ/mol. As for the gap between HOMO and LUMO (alpha / beta): 0.236 / 0.177 Ha.

Structure (ORCA input):
```
! RIJCOSX wB97M-V def2-TZVPD def2/J DEFGRID3
* xyz 2 4
Tc -0.0686 -0.9645 0.3313
N 5.5948 5.9870 5.5283
C 4.9554 5.2195 4.9639
C 4.1583 4.2591 4.2528
C 3.3698 3.3539 4.9590
C 2.6114 2.4229 4.2706
C 2.6278 2.4004 2.8779
C 3.4106 3.3146 2.1768
C 4.1802 4.2394 2.8601
C 1.8130 1.3965 2.1380
C 0.7585 1.8678 1.3528
C 0.3598 3.2582 1.2270
C -0.6639 3.2934 0.3516
C -0.8987 1.9249 -0.0449
N -0.0781 1.0835 0.5479
C 2.1675 0.0516 2.2767
C 3.2880 -0.4529 3.0465
C 3.2716 -1.7969 2.9242
C 2.1557 -2.1054 2.0673
N 1.5082 -1.0246 1.6789
H 3.3533 3.3854 6.0396
H 1.9916 1.7241 4.8181
H 3.4299 3.2942 1.0939
H 4.7983 4.9455 2.3236
H 0.8033 4.0840 1.7562
H -1.2179 4.1527 0.0133
H -1.6462 1.5657 -0.7357
H 3.9860 0.1491 3.6021
H 3.9481 -2.5101 3.3637
H 1.8387 -3.0821 1.7338
Cl -4.0720 -5.8502 4.0515
C -3.2538 -4.5117 3.3408
C -3.5331 -3.2172 3.8034
C -2.8984 -2.1262 3.2636
Cl -3.2673 -0.5423 3.8289
C -1.9426 -2.2710 2.2321
O -1.3744 -1.1958 1.7545
C -1.6794 -3.5850 1.7682
C -0.7485 -3.8614 0.7248
O -0.0461 -3.0356 0.1089
C -2.3452 -4.6958 2.3368
H -4.2587 -3.0763 4.5930
H -0.6237 -4.9105 0.4373
H -2.1292 -5.6912 1.9718
C 5.2990 3.2621 -4.6437
C 4.6396 2.2194 -3.7932
C 5.2467 1.7543 -2.6309
C 4.6470 0.7706 -1.8584
C 3.4317 0.2409 -2.2696
C 2.7966 0.6922 -3.4236
C 3.4030 1.6818 -4.1691
S 2.7473 -1.0423 -1.2854
C 2.8523 -2.4479 -2.3822
O 1.2219 -0.7628 -1.2614
H 6.0739 3.7927 -4.0949
H 4.5740 3.9861 -5.0124
H 5.7655 2.7951 -5.5130
H 6.1982 2.1672 -2.3231
H 5.1236 0.4196 -0.9514
H 1.8373 0.2871 -3.7195
H 2.9176 2.0477 -5.0647
H 2.4467 -2.1826 -3.3565
H 2.2818 -3.2531 -1.9224
H 3.9019 -2.7264 -2.4684
S -5.2170 -1.7480 -3.8690
C -3.9254 -1.4215 -2.7489
C -2.6201 -1.7233 -3.1595
C -1.5693 -1.5028 -2.3027
N -1.7225 -0.9930 -1.0670
C -2.9734 -0.7016 -0.6758
C -4.0832 -0.8931 -1.4676
C -6.6397 -1.1460 -2.9860
C -6.9718 0.2021 -3.0167
C -8.0969 0.6101 -2.3151
N -8.8755 -0.2209 -1.6291
C -8.5587 -1.5095 -1.6297
C -7.4496 -2.0278 -2.2880
H -2.4304 -2.1349 -4.1414
H -0.5543 -1.7317 -2.5953
H -3.0750 -0.3018 0.3257
H -5.0591 -0.6388 -1.0810
H -6.3810 0.9132 -3.5778
H -8.3871 1.6542 -2.3105
H -9.2188 -2.1671 -1.0762
H -7.2311 -3.0861 -2.2555
*
```



Entry 3:
This record from the Open Molecules 2025 dataset describes an isolated molecule of C4H9NO2. The level of theory is ωB97M-V with the def2-TZVPD basis set.

The calculation puts the LUMO energy at 0.0270 hartree. The value obtained for the energy above the lowest of the compared OMol25 structures with the same formula, charge and spin is 325.3 kJ/mol. As for the gap between HOMO and LUMO: 0.315 Ha.

Structure (ORCA input):
```
! RIJCOSX wB97M-V def2-TZVPD def2/J DEFGRID3
* xyz 0 1
C 0.1195 1.5690 -1.4978
C 0.4303 0.3500 -0.6326
O 1.7775 0.4656 -0.1457
C -0.5398 0.1709 0.5281
N -1.0938 -1.1693 0.6477
C -0.3369 -2.0092 1.3193
O 0.7872 -1.5936 1.7429
H -0.8091 1.4427 -2.0660
H 0.9427 1.7440 -2.1972
H 0.0117 2.4644 -0.8708
H 0.4572 -0.5465 -1.2652
H 1.7363 1.1690 0.5187
H 0.6117 -0.4712 1.5059
H -1.3881 0.8676 0.4694
H -2.0419 -1.4318 0.4139
H -0.6647 -3.0217 1.5294
*
```



Entry 4:
This record from the Open Molecules 2025 dataset describes a 2-piece molecular cluster, C2H9NS overall at a distorted geometry. The level of theory is ωB97M-V with the def2-TZVPD basis set.

As for the SMILES: CSC.N. The calculation puts the LUMO energy at 0.0308 hartree. The value obtained for the energy above the lowest of the compared OMol25 structures with the same formula, charge and spin is 145.7 kJ/mol. As for the gap between HOMO and LUMO: 0.343 Ha.

Structure (ORCA input):
```
! RIJCOSX wB97M-V def2-TZVPD def2/J DEFGRID3
* xyz 0 1
C 1.8916 -0.2972 0.1323
S 1.0065 -1.8393 -0.6397
C -0.7290 -1.6048 -0.0898
H 2.9286 -0.5938 0.2685
H 1.6996 0.6408 -0.4877
H 1.4866 -0.2448 1.2004
H -0.6858 -0.5644 -0.5283
H -0.7206 -2.0259 0.9899
H -1.5661 -1.9689 -0.7768
N -2.6759 4.4788 0.9502
H -2.4850 4.5444 -0.0566
H -3.1888 5.3491 1.2280
H -1.8165 4.3536 1.4906
*
```



Entry 5:
This record from the Open Molecules 2025 dataset describes C4H6N2O as an isolated structure at a distorted geometry. The level of theory is ωB97M-V with the def2-TZVPD basis set.

The calculation puts the LUMO energy (alpha / beta) at 0.0002 / 0.0002 hartree. The value obtained for the energy above the lowest of the compared OMol25 structures with the same formula, charge and spin is 524.0 kJ/mol. As for the gap between HOMO and LUMO (alpha / beta): 0.322 / 0.322 Ha.

Structure (ORCA input):
```
! RIJCOSX wB97M-V def2-TZVPD def2/J DEFGRID3
* xyz 0 1
C -0.6172 1.3558 -1.2242
C -0.0768 -0.7583 0.6440
C 0.0359 0.4744 -0.2333
O -0.3632 -0.7711 1.9981
N -0.8826 -1.2783 -0.3134
N 2.4453 0.0458 0.3865
C 1.2251 -0.1351 0.0844
H -0.4579 -1.6922 2.2778
H -1.8526 -1.2390 0.0299
H 2.8606 -0.8058 0.7645
H -1.6869 1.4447 -1.0308
H -0.4640 1.0103 -2.2489
H -0.1658 2.3489 -1.1348
*
```



Entry 6:
This record from the Open Molecules 2025 dataset describes a 2-piece molecular cluster, C6H10O overall at a distorted geometry. The level of theory is ωB97M-V with the def2-TZVPD basis set.

As for the SMILES: C=C/C=C/C=C.O. The calculation puts the LUMO energy at 0.0280 hartree. The value obtained for the energy above the lowest of the compared OMol25 structures with the same formula, charge and spin is 249.4 kJ/mol. As for the gap between HOMO and LUMO: 0.367 Ha.

Structure (ORCA input):
```
! RIJCOSX wB97M-V def2-TZVPD def2/J DEFGRID3
* xyz 0 1
C 1.7421 0.2262 2.3391
C 0.9429 0.9571 1.5566
C -0.0343 0.3818 0.6144
C 0.1076 0.1500 -0.6873
C -1.0698 0.1793 -1.5954
C -1.1265 1.0586 -2.5905
H 2.5337 0.7569 2.8252
H 1.5661 -0.8339 2.4091
H 0.8834 2.0208 1.7586
H -1.0648 0.2957 0.9756
H 0.9747 -0.1324 -1.2612
H -2.0588 -0.0928 -1.2286
H -0.2169 1.4774 -3.0060
H -2.0728 1.2525 -3.0752
O -0.3804 -2.9900 0.2924
H -0.1863 -2.4074 1.0407
H -0.5398 -2.2998 -0.3675
*
```